No. 1
{"formula": "C34H39MnN5O3P2S", "method": "ωB97M-V/def2-TZVPD", "elements": ["Mn", "C", "C", "C", "C", "C", "C", "C", "C", "C", "H", "H", "H", "H", "H", "H", "H", "H", "H", "H", "H", "H", "H", "H", "H", "P", "P", "N", "N", "N", "N", "C", "C", "C", "C", "C", "C", "C", "C", "C", "C", "C", "C", "C", "C", "C", "C", "C", "C", "H", "H", "H", "H", "H", "H", "H", "H", "H", "H", "H", "H", "H", "H", "H", "H", "H", "H", "H", "H", "O", "S", "O", "N", "C", "O", "C", "C", "C", "C", "C", "C", "H", "H", "H", "H"], "xyz": [[-0.6059, -1.7050, -4.3419], [-0.8380, 3.7971, -0.8962], [-1.0594, 2.8442, -1.8032], [-0.5383, 2.7743, -3.1979], [0.7959, 2.0210, -3.2726], [1.8778, 2.6446, -2.4621], [2.0484, 3.9249, -2.1585], [1.0635, 5.0574, -2.1684], [0.0062, 5.0221, -1.0285], [0.4704, -3.3481, -3.6693], [-1.3348, 3.7016, 0.0739], [-1.7169, 2.0086, -1.5356], [-0.4353, 3.7670, -3.6416], [-1.2736, 2.2259, -3.8008], [0.6368, 1.0009, -2.8469], [1.1188, 1.8663, -4.3169], [2.6604, 1.9414, -2.1594], [3.0419, 4.2400, -1.8188], [0.5631, 5.1914, -3.1364], [1.6468, 5.9752, -1.9869], [0.5314, 5.1587, -0.0708], [-0.6428, 5.9049, -1.1273], [1.2671, -2.8881, -3.0710], [0.8899, -4.0416, -4.4048], [-0.2631, -3.8585, -3.0341], [1.3261, -1.5331, -5.7605], [-2.4195, -0.8018, -5.5015], [2.5575, -0.3016, -5.9068], [2.1960, -2.7287, -6.8579], [-2.4719, 0.8647, -6.1003], [-3.8905, -1.2760, -6.5110], [0.0948, -0.9268, -6.9732], [-1.2002, -1.6664, -6.5996], [3.6569, -0.2213, -5.0420], [4.6151, 0.6010, -5.6149], [4.0969, 1.0491, -6.8783], [2.8473, 0.4720, -7.0342], [2.5799, -4.0226, -6.5163], [2.9374, -4.7152, -7.6709], [2.8139, -3.8013, -8.7654], [2.3800, -2.5917, -8.2356], [-3.0869, 1.9188, -5.4157], [-3.0724, 3.0560, -6.2244], [-2.4135, 2.6943, -7.4492], [-2.0728, 1.3534, -7.3460], [-4.2312, -0.8844, -7.8140], [-5.2616, -1.6972, -8.2814], [-5.5514, -2.6456, -7.2445], [-4.6979, -2.3701, -6.1867], [0.3653, -1.1384, -8.0205], [-0.0038, 0.1630, -6.8658], [-1.7098, -2.0900, -7.4772], [-0.9356, -2.5678, -5.9338], [3.6395, -0.7615, -4.1072], [5.5833, 0.8460, -5.2025], [4.5879, 1.6978, -7.5873], [2.1314, 0.5536, -7.8368], [2.5830, -4.3304, -5.4839], [3.2279, -5.7522, -7.7354], [3.0013, -4.0099, -9.8094], [2.1738, -1.6548, -8.7302], [-3.5009, 1.7483, -4.4309], [-3.4979, 4.0204, -5.9758], [-2.2339, 3.3528, -8.2906], [-1.5850, 0.7049, -8.0668], [-3.7271, -0.0764, -8.3118], [-5.7276, -1.6201, -9.2533], [-6.2846, -3.4383, -7.2896], [-4.5728, -2.8569, -5.2296], [0.8051, 1.8400, 0.4006], [0.9751, 0.4373, 0.1083], [2.2629, -0.1730, 0.3022], [0.3581, 0.0157, -1.3727], [-0.7351, -0.7619, -1.3416], [-1.3135, -1.2131, -2.3777], [-1.1548, -1.0530, 0.0541], [-2.2528, -1.7806, 0.5388], [-2.4113, -1.9173, 1.9231], [-1.5040, -1.3069, 2.8148], [-0.4351, -0.5390, 2.3294], [-0.2844, -0.4567, 0.9475], [-2.9310, -2.2315, -0.1822], [-3.2337, -2.5068, 2.3374], [-1.6348, -1.4156, 3.8935], [0.2685, -0.0174, 2.9882]], "forces_ev_per_a": [[0.9, -0.3, 4.6], [-0.6, -0.4, -0.3], [-0.6, 0.4, 0.5], [0.2, -0.2, -0.7], [-0.7, -0.8, 0.2], [0.7, -0.2, -0.5], [0.5, 0.2, 0.3], [-0.2, 0.8, -0.1], [0.5, 0.0, -0.1], [-0.9, -0.4, -0.1], [0.2, -0.1, -0.2], [0.2, 0.3, 0.2], [-0.2, -0.3, 0.0], [0.2, 0.2, 0.0], [0.1, 1.1, -0.8], [0.1, 0.4, 0.1], [0.1, 0.3, -0.3], [-0.4, -0.4, 0.4], [0.2, 0.1, 0.3], [-0.3, -0.2, -0.2], [0.0, -0.1, -0.2], [0.1, -0.1, 0.0], [-0.1, -0.1, 0.0], [-0.1, 0.0, 0.3], [0.4, -0.2, 0.1], [4.2, 0.9, -3.3], [-4.0, 2.0, -3.7], [0.0, 0.3, 0.2], [-0.8, -0.1, 0.8], [0.6, -0.2, 0.4], [0.2, -0.7, 0.7], [0.1, 0.2, -0.3], [0.1, -0.5, -0.5], [0.2, 0.5, -0.7], [-1.0, -0.6, 0.0], [-0.9, -0.8, 0.4], [0.7, 0.2, 0.4], [0.0, -0.4, -0.9], [-0.4, 1.0, 0.8], [-0.4, 0.8, 1.0], [-0.2, -0.8, -0.2], [0.0, 0.7, -0.8], [0.2, -1.5, 0.5], [-0.1, -1.0, 0.7], [0.0, 0.8, -0.2], [-0.5, -0.7, 0.1], [1.1, 0.3, 1.1], [0.7, 0.5, 0.3], [-0.1, 0.2, -0.6], [-0.1, 0.1, 0.5], [0.1, -0.3, 0.1], [0.0, 0.2, 0.4], [-0.4, -0.1, -1.7], [0.1, 0.1, 0.0], [-0.2, 0.0, 0.1], [-0.1, 0.0, 0.1], [0.1, 0.1, 0.0], [0.0, -0.1, -0.1], [0.1, 0.1, 0.1], [0.1, 0.1, 0.1], [0.1, -0.2, 0.0], [0.1, 0.1, -0.1], [0.1, -0.2, 0.0], [0.0, -0.3, 0.1], [-0.2, 0.3, 0.2], [-0.1, 0.1, 0.1], [0.0, 0.0, 0.1], [0.1, 0.1, 0.1], [-0.1, 0.0, -0.1], [0.4, -0.8, -0.1], [-1.1, -0.3, -0.6], [-0.1, 0.2, -0.1], [-0.5, -1.2, 0.2], [2.1, 1.2, 0.2], [0.0, 0.0, -0.5], [-0.8, -0.3, 0.8], [0.5, 0.2, -0.1], [0.4, 0.2, 0.1], [0.0, 0.1, -0.4], [-0.3, -0.3, -0.2], [-0.2, -0.1, 1.4], [0.0, 0.0, 0.3], [0.2, 0.2, -0.2], [0.0, 0.0, -0.4], [-0.3, -0.3, -0.2]], "lowdin_spin": [4.361, 0.000, 0.000, 0.000, 0.003, 0.000, 0.000, 0.000, 0.000, 0.121, 0.000, 0.000, 0.000, 0.000, 0.002, 0.000, 0.000, 0.000, 0.000, 0.000, 0.000, 0.000, 0.014, 0.013, 0.023, 0.075, 0.088, 0.021, 0.011, 0.014, 0.020, 0.016, 0.077, 0.002, 0.000, 0.001, 0.004, 0.001, 0.000, 0.001, 0.002, 0.001, 0.001, 0.001, 0.002, 0.002, 0.002, 0.001, 0.002, 0.003, 0.001, 0.006, 0.023, 0.001, 0.000, 0.000, 0.000, 0.001, 0.000, 0.000, 0.000, 0.001, 0.000, 0.000, 0.000, 0.000, 0.000, 0.000, 0.001, 0.001, 0.001, 0.001, 0.008, 0.008, 0.058, 0.001, 0.000, 0.000, 0.000, 0.000, 0.000, 0.000, 0.000, 0.000, 0.000], "charge": 0, "multiplicity": 6, "de_lowest_kj_mol": 47.5, "e_tot_ha": -4050.170437, "homo_ev": [-7.927, -7.988], "e_lumo_ha": [-0.0466, -0.0650]}

***

No. 2
{"formula": "C34H40ClKN6OPS2", "method": "ωB97M-V/def2-TZVPD", "elements": ["K", "Cl", "C", "C", "C", "C", "O", "C", "C", "N", "C", "C", "C", "C", "C", "C", "C", "C", "N", "C", "C", "H", "H", "H", "H", "H", "H", "H", "H", "H", "H", "S", "C", "N", "C", "C", "C", "N", "H", "H", "H", "H", "C", "C", "C", "P", "C", "C", "C", "C", "C", "C", "H", "H", "H", "H", "H", "H", "H", "H", "H", "H", "H", "H", "H", "H", "H", "H", "H", "H", "H", "H", "H", "C", "C", "C", "C", "N", "C", "S", "N", "H", "H", "H", "H", "H"], "xyz": [[-0.3688, -0.6579, -0.1492], [-6.9612, -3.2056, -3.4701], [-5.5710, -2.3884, -2.7798], [-5.4854, -0.9920, -2.8438], [-4.4067, -0.3472, -2.3072], [-3.3105, -1.0391, -1.6852], [-2.3232, -0.4025, -1.2256], [-3.4429, -2.4749, -1.6158], [-2.5158, -3.3922, -0.9789], [-1.3382, -3.1738, -0.5127], [-0.6369, -4.2530, 0.0925], [-1.1235, -5.5278, 0.2676], [-0.3767, -6.5394, 0.9050], [0.8776, -6.2939, 1.3755], [1.4360, -5.0044, 1.2137], [2.7348, -4.6904, 1.6847], [3.2312, -3.4361, 1.5203], [2.4270, -2.4854, 0.8489], [1.2249, -2.7388, 0.4018], [0.6966, -3.9839, 0.5746], [-4.5800, -3.1003, -2.1638], [-6.2863, -0.4299, -3.3090], [-4.3507, 0.7343, -2.3305], [-2.9423, -4.3996, -0.9359], [-2.1160, -5.7854, -0.0709], [-0.8189, -7.5216, 1.0185], [1.4561, -7.0650, 1.8705], [3.3070, -5.4621, 2.1893], [4.2074, -3.1434, 1.8829], [2.8000, -1.4761, 0.7123], [-4.6686, -4.1788, -2.0944], [-2.2491, -0.5966, 2.7197], [-1.2097, -1.7688, 3.2811], [0.1177, -1.4718, 3.4960], [1.0275, -2.3579, 3.9202], [0.6393, -3.6290, 4.2071], [-0.7131, -3.9229, 3.9363], [-1.5956, -3.0699, 3.4949], [0.4731, -0.5615, 3.1667], [2.0413, -1.9822, 3.9844], [1.3356, -4.3755, 4.5532], [-1.0728, -4.9403, 4.0726], [0.2836, 5.1000, -1.8365], [0.7445, 3.6432, -1.8724], [1.9610, 3.4643, -0.9569], [-0.4832, 2.2838, -1.5160], [-1.8189, 2.9258, -0.3962], [-1.2433, 3.3301, 0.9618], [-2.8043, 3.9741, -0.9093], [-1.3834, 2.0772, -3.1409], [-1.5429, 3.2992, -4.0440], [-0.7220, 0.9422, -3.9234], [1.1076, 5.7546, -2.1387], [-0.0035, 5.3940, -0.8259], [-0.5588, 5.2991, -2.4970], [1.0649, 3.4146, -2.8971], [1.7063, 3.6145, 0.0940], [2.7450, 4.1824, -1.2203], [2.3725, 2.4569, -1.0250], [-2.3882, 1.9980, -0.2529], [-0.7236, 4.2901, 0.9017], [-0.5310, 2.6017, 1.3530], [-2.0513, 3.4382, 1.6900], [-2.3301, 4.9441, -1.0686], [-3.5958, 4.1164, -0.1668], [-3.2875, 3.6712, -1.8391], [-2.3724, 1.7261, -2.8360], [-0.5754, 3.6565, -4.4058], [-2.0417, 4.1332, -3.5520], [-2.1349, 3.0329, -4.9252], [0.3202, 1.1829, -4.1585], [-1.2415, 0.7693, -4.8706], [-0.7377, 0.0138, -3.3526], [5.0907, 4.5199, 2.0639], [4.8425, 3.0380, 2.0701], [5.8821, 2.1184, 2.1420], [5.5066, 0.7860, 2.1339], [4.2525, 0.3779, 2.0443], [3.2983, 1.3399, 1.9515], [1.6515, 0.8474, 1.7574], [3.5758, 2.6586, 1.9846], [6.0766, 4.7694, 2.4564], [4.3223, 5.0217, 2.6496], [5.0210, 4.8979, 1.0417], [6.9176, 2.4219, 2.2090], [6.2591, 0.0035, 2.2053]], "forces_ev_per_a": [[1.3, 0.2, 0.8], [0.0, 0.0, 0.0], [0.0, -0.1, 0.0], [0.0, 0.1, 0.0], [0.0, 0.0, 0.0], [0.0, 0.0, 0.0], [-1.3, 0.0, -0.8], [0.1, -0.2, 0.1], [-0.1, 0.1, -0.2], [0.1, -0.2, 0.2], [0.0, 0.3, -0.1], [0.0, -0.1, 0.1], [-0.1, 0.0, -0.1], [0.1, 0.1, 0.0], [0.0, -0.1, 0.0], [0.0, -0.1, 0.0], [0.0, 0.0, -0.1], [0.1, 0.0, 0.0], [0.0, -0.3, 0.0], [0.0, 0.1, -0.1], [-0.1, 0.0, 0.0], [0.0, 0.0, 0.0], [0.0, 0.0, 0.0], [0.0, 0.0, 0.0], [0.0, 0.0, 0.0], [0.0, 0.0, 0.0], [0.0, 0.0, 0.0], [0.0, 0.0, 0.0], [0.0, 0.0, 0.0], [0.0, 0.0, 0.0], [0.0, 0.0, 0.0], [0.1, -0.1, 0.1], [-0.2, -0.1, -0.3], [0.1, 0.2, -0.2], [0.0, 0.0, 0.0], [0.0, 0.0, 0.0], [0.0, -0.1, 0.0], [0.0, 0.2, 0.1], [0.0, 0.0, 0.1], [0.0, 0.0, 0.0], [0.0, 0.0, 0.0], [0.0, 0.0, 0.0], [0.0, 0.0, 0.0], [0.1, 0.1, 0.1], [0.0, 0.0, 0.0], [0.0, 0.1, -0.2], [0.0, 0.0, 0.0], [0.0, 0.0, 0.0], [0.0, 0.0, 0.0], [0.0, 0.0, 0.0], [0.0, 0.0, 0.0], [0.0, 0.0, 0.0], [0.0, 0.0, 0.0], [0.0, 0.0, 0.0], [0.0, 0.0, 0.0], [0.0, 0.0, 0.0], [0.0, 0.0, 0.0], [0.0, 0.0, 0.0], [0.0, 0.0, 0.0], [0.0, 0.0, 0.0], [0.0, 0.0, 0.0], [0.0, 0.0, 0.0], [0.0, 0.0, 0.0], [0.0, 0.0, 0.0], [0.0, 0.0, 0.0], [0.0, 0.0, 0.0], [0.0, 0.0, 0.0], [0.0, 0.0, 0.0], [0.0, 0.0, 0.0], [0.0, 0.0, 0.0], [0.0, 0.0, 0.0], [0.0, 0.0, 0.0], [0.0, 0.0, 0.0], [0.0, 0.0, 0.0], [0.0, 0.1, 0.0], [0.0, 0.0, 0.0], [0.0, 0.0, 0.0], [0.0, 0.0, 0.0], [-0.2, -0.3, 0.0], [0.1, 0.2, 0.2], [0.0, 0.1, 0.0], [0.0, 0.0, 0.0], [0.0, 0.0, 0.0], [0.0, 0.0, 0.0], [0.0, 0.0, 0.0], [0.0, 0.0, 0.0]], "lowdin_charge": [0.515, 0.584, -0.689, -0.122, -0.014, -0.382, -0.262, -0.115, -0.089, 0.067, -0.182, -0.026, -0.088, -0.062, -0.179, -0.038, -0.054, -0.152, 0.059, -0.160, -0.094, 0.098, 0.099, 0.096, 0.093, 0.099, 0.105, 0.112, 0.103, 0.059, 0.102, 0.604, -0.870, 0.053, -0.082, -0.064, -0.142, 0.072, 0.003, 0.134, 0.099, 0.109, -0.122, -0.545, -0.158, 1.062, -0.546, -0.122, -0.114, -0.555, -0.127, -0.134, 0.072, 0.062, 0.047, 0.091, 0.052, 0.069, 0.057, 0.086, 0.062, 0.014, 0.077, 0.059, 0.075, 0.057, 0.072, 0.069, 0.047, 0.074, 0.071, 0.074, 0.056, -0.043, -0.359, -0.054, -0.174, 0.029, -0.826, 0.559, 0.082, 0.066, 0.076, 0.076, 0.091, 0.096], "charge": -1, "de_lowest_kj_mol": 67.3, "e_tot_ha": -3921.397969, "homo_ev": -4.614, "e_lumo_ha": 0.0759}

***

| no. | F_max (eV Å⁻¹) |
| --- | --- |
| 1 | 5.8 |
| 2 | 1.5 |